Density functional theory data (wB97M-V/def2-TZVPD) for one molecule with the formula C21H29N5OS in a non-equilibrium geometry.

Results
LUMO level: -0.36 eV
SMILES: CCOCCCNC(=S)NCCCNc1nc2c(C)c(C)ccc2cc1C#N
ΔE to the lowest compared entry with this formula, charge and spin: 2.9 kcal/mol
Max |F|: 1.14 eV/Å
E: -42582.1868 eV
HOMO energy: -7.743 eV

Last column: natural (NBO) charge in e.
Positions of all 57 atoms, in Å:
C 6.164 2.220 0.436  -0.64
C 5.071 1.156 0.476  -0.06
O 3.866 1.599 1.067  -0.56
C 3.139 2.553 0.321  -0.07
C 1.683 2.514 0.788  -0.43
H 1.187 3.450 0.530  0.22
H 1.686 2.410 1.874  0.22
C 0.903 1.357 0.164  -0.22
N 1.591 0.100 0.377  -0.62
C 1.720 -0.868 -0.560  0.31
N 0.797 -0.917 -1.548  -0.65
H -0.124 -0.535 -1.347  0.42
C 0.812 -1.977 -2.526  -0.22
C 0.281 -3.317 -2.006  -0.43
H 0.336 -4.038 -2.822  0.21
H 0.935 -3.665 -1.205  0.23
C -1.162 -3.246 -1.493  -0.23
N -1.259 -2.854 -0.108  -0.57
C -1.690 -1.656 0.325  0.47
N -1.931 -0.708 -0.555  -0.57
C -2.401 0.493 -0.152  0.19
C -2.637 1.491 -1.129  0.04
C -3.091 2.735 -0.733  0.00
C -3.327 3.003 0.627  -0.22
C -3.108 2.054 1.586  -0.17
C -2.635 0.782 1.221  -0.16
C -2.352 -0.228 2.161  -0.03
C -1.879 -1.444 1.738  -0.26
C -1.597 -2.486 2.640  0.26
N -1.372 -3.360 3.350  -0.30
H -2.507 -0.038 3.215  0.23
H -3.288 2.266 2.630  0.21
H -3.686 3.981 0.911  0.21
C -3.338 3.809 -1.746  -0.64
H -4.119 3.504 -2.443  0.22
H -3.647 4.732 -1.265  0.22
H -2.437 4.002 -2.327  0.22
C -2.383 1.182 -2.572  -0.66
H -1.557 1.783 -2.953  0.22
H -2.137 0.131 -2.685  0.24
H -3.262 1.407 -3.173  0.22
H -0.978 -3.531 0.585  0.41
H -1.741 -2.526 -2.076  0.22
H -1.627 -4.232 -1.592  0.20
H 1.848 -2.117 -2.845  0.24
H 0.215 -1.643 -3.379  0.19
S 2.995 -1.925 -0.463  -0.32
H 2.381 0.160 1.011  0.44
H 0.788 1.528 -0.913  0.19
H -0.098 1.322 0.610  0.20
H 3.555 3.558 0.483  0.17
H 3.202 2.322 -0.753  0.17
H 5.388 0.315 1.097  0.20
H 4.872 0.782 -0.539  0.17
H 6.321 2.630 1.431  0.21
H 5.896 3.031 -0.239  0.20
H 7.090 1.772 0.089  0.22